Entry 1:
C20H19MgN4OS2 as an isolated structure, computed with the ωB97M-V functional and the def2-TZVPD basis.

For the LUMO energy, the calculation gives -3.164 eV. Its net charge is +1. The value obtained for the HOMO energy is -10.850 eV. The value obtained for the energy above the lowest of the compared OMol25 structures with the same formula, charge and spin is 0.3 kcal/mol.

Geometry as XYZ:
```
47
C20H19MgN4OS2 | the Open Molecules 2025 dataset | the ωB97M-V functional and the def2-TZVPD basis
Mg 0.97 0.32 0.31
C 3.58 3.62 1.54
C 2.85 2.48 0.90
N 1.79 1.93 1.37
N 1.28 2.36 2.55
C 0.39 1.53 3.05
N -0.19 1.90 4.20
S -0.11 -0.03 2.42
C 3.35 1.87 -0.36
C 4.45 2.39 -1.04
C 4.88 1.77 -2.20
C 4.21 0.65 -2.66
C 3.13 0.19 -1.94
N 2.71 0.77 -0.81
H 3.09 3.89 2.46
H 3.60 4.48 0.87
H 4.61 3.34 1.74
H 0.12 2.75 4.65
H -0.78 1.27 4.70
H 4.95 3.27 -0.67
H 5.73 2.16 -2.75
H 4.51 0.13 -3.56
H 2.56 -0.67 -2.26
O -0.13 -0.33 -1.11
S -1.22 -1.23 -1.71
C -2.76 -0.42 -1.35
C -2.89 0.50 -0.32
C -4.12 1.09 -0.11
C -5.21 0.76 -0.92
C -5.06 -0.15 -1.95
C -3.83 -0.75 -2.18
C -1.32 -2.66 -0.66
C -1.73 -2.59 0.66
C -1.71 -3.74 1.43
C -1.30 -4.94 0.87
C -0.90 -5.00 -0.46
C -0.90 -3.85 -1.24
H -2.05 0.75 0.31
H -4.24 1.81 0.69
H -6.17 1.23 -0.75
H -5.90 -0.40 -2.58
H -3.70 -1.45 -2.99
H -2.06 -1.65 1.09
H -2.02 -3.70 2.46
H -1.29 -5.84 1.47
H -0.58 -5.94 -0.89
H -0.59 -3.88 -2.27
```

Results of the Mulliken charge analysis, in e, for atoms 1 through 5:
1 Mg 0.663
2 C -1.463
3 C 0.820
4 N 0.488
5 N -1.190

Entry 2:
One molecule with the formula C20H19N3O3S at a distorted geometry, computed with the ωB97M-V functional and the def2-TZVPD basis.

For the LUMO energy, the calculation gives 0.084 eV. Its net charge is 0. The value obtained for the HOMO energy is -7.847 eV. The value obtained for the energy above the lowest of the compared OMol25 structures with the same formula, charge and spin is 118.5 kcal/mol.

Geometry as XYZ:
```
46
C20H19N3O3S | the Open Molecules 2025 dataset | the ωB97M-V functional and the def2-TZVPD basis
O 3.14 4.77 0.69
N -0.61 -0.34 -0.19
N -2.44 -1.68 0.26
O 5.12 3.84 -0.22
O -1.96 3.25 4.31
S -1.04 1.62 2.07
C 3.73 3.87 0.01
C 0.20 -5.41 -1.76
C -2.10 2.12 3.45
C -3.25 1.22 3.52
C -3.22 0.26 2.46
C -2.10 0.28 1.62
C 0.53 -4.15 -2.28
C -1.73 -0.60 0.53
C -0.33 -1.00 -1.37
C -2.02 -2.48 -0.78
C 1.63 2.82 -0.51
C 3.68 1.69 -1.12
C 0.96 1.76 -1.13
C 2.90 0.65 -1.63
C 2.98 2.74 -0.41
C 1.49 0.61 -1.60
C -0.93 -2.22 -1.64
N 0.68 -0.41 -2.08
C -0.67 3.85 4.52
C -2.85 -3.69 -1.13
C -0.43 -3.05 -2.80
H 5.42 4.44 0.48
H 1.05 -6.03 -1.45
H -0.84 -5.77 -1.93
H -4.02 1.46 4.13
H -3.93 -0.54 2.42
H 1.56 -3.95 -2.39
H 1.17 3.73 -0.08
H 4.73 1.69 -1.15
H -0.13 1.92 -1.27
H 3.34 -0.25 -2.07
H 1.29 -1.03 -2.64
H -0.12 3.90 3.61
H -0.67 4.88 4.98
H -0.15 3.12 5.16
H -2.37 -4.53 -0.52
H -3.79 -3.60 -0.77
H -2.80 -3.89 -2.27
H 0.07 -2.49 -3.53
H -1.20 -3.37 -3.51
```

Results of the Mulliken charge analysis, in e, for atoms 1 through 5:
1 O -0.606
2 N -0.393
3 N -0.649
4 O -0.466
5 O -0.354

Entry 3:
One molecule with the formula C20H19N3O4S at a distorted geometry, computed with the ωB97M-V functional and the def2-TZVPD basis.

For the LUMO energy, the calculation gives 0.523 eV. Its net charge is 0. The value obtained for the HOMO energy is -8.697 eV. The value obtained for the energy above the lowest of the compared OMol25 structures with the same formula, charge and spin is 9.8 kcal/mol.

Geometry as XYZ:
```
47
C20H19N3O4S | the Open Molecules 2025 dataset | the ωB97M-V functional and the def2-TZVPD basis
C -0.97 4.84 -0.89
C -0.25 3.92 0.05
C -0.95 3.33 1.10
C -0.34 2.52 2.03
C 1.02 2.28 1.94
C 1.74 2.84 0.90
C 1.11 3.63 -0.06
O 1.95 4.10 -1.06
C 1.53 3.92 -2.41
C 0.85 2.56 -2.61
O -0.18 2.44 -3.22
N 1.54 1.56 -2.00
C 1.12 0.27 -1.68
C -0.11 -0.24 -2.11
C -0.51 -1.49 -1.69
C 0.31 -2.23 -0.86
C 1.55 -1.76 -0.46
C 1.95 -0.50 -0.87
H 2.90 -0.10 -0.54
H 2.17 -2.37 0.17
S -0.23 -3.81 -0.25
O -1.57 -4.08 -0.65
O 0.76 -4.82 -0.50
N -0.15 -3.59 1.43
C -0.93 -2.63 2.03
N -1.30 -1.62 1.24
C -2.02 -0.64 1.76
C -2.42 -0.60 3.08
C -2.03 -1.65 3.91
C -1.28 -2.68 3.39
H -0.96 -3.52 3.99
H -2.32 -1.67 4.95
H -3.02 0.21 3.46
H -2.28 0.14 1.06
H 0.07 -4.41 1.96
H -1.46 -1.91 -1.98
H -0.73 0.35 -2.76
H 2.41 1.84 -1.56
H 0.86 4.71 -2.75
H 2.45 3.96 -3.00
H 2.80 2.67 0.81
H 1.52 1.67 2.67
H -0.91 2.08 2.83
H -2.01 3.54 1.19
H -1.90 5.17 -0.44
H -0.36 5.72 -1.11
H -1.21 4.33 -1.82
```

Results of the Mulliken charge analysis, in e, for atoms 1 through 5:
1 C -1.642
2 C 0.992
3 C -0.822
4 C -0.570
5 C -0.704

Entry 4:
One molecule with the formula C20H19N3O4S, computed with the ωB97M-V functional and the def2-TZVPD basis.

For the LUMO energy, the calculation gives -0.156 eV. Its net charge is 0. The value obtained for the HOMO energy is -8.744 eV. The value obtained for the energy above the lowest of the compared OMol25 structures with the same formula, charge and spin is 6.9 kcal/mol.

Geometry as XYZ:
```
47
C20H19N3O4S | the Open Molecules 2025 dataset | the ωB97M-V functional and the def2-TZVPD basis
C 0.22 -2.73 2.33
H 0.72 -3.63 1.97
H -0.54 -3.00 3.06
H 0.95 -2.06 2.80
O -0.48 -2.07 1.30
C 0.24 -1.60 0.24
C 1.61 -1.74 0.08
C 2.22 -1.20 -1.04
C 1.51 -0.55 -2.02
C 0.14 -0.40 -1.87
C -0.50 -0.90 -0.75
N -1.87 -0.78 -0.52
C -2.79 -0.06 -1.22
O -2.53 0.62 -2.20
C -4.18 -0.16 -0.68
C -5.04 0.92 -0.86
C -6.33 0.83 -0.37
N -6.79 -0.24 0.25
C -5.98 -1.27 0.41
C -4.67 -1.29 -0.03
H -4.07 -2.18 0.10
H -6.41 -2.13 0.91
H -7.03 1.65 -0.47
H -4.68 1.80 -1.37
H -2.17 -1.24 0.33
H -0.45 0.12 -2.62
H 2.03 -0.16 -2.88
S 4.01 -1.26 -1.10
O 4.46 -0.60 -2.28
O 4.48 -2.59 -0.83
N 4.43 -0.37 0.26
C 3.60 0.68 0.66
C 3.10 1.54 -0.32
C 2.20 2.54 0.01
C 1.82 2.69 1.34
C 2.34 1.86 2.32
C 3.22 0.84 1.98
H 3.61 0.19 2.74
H 2.04 1.99 3.35
H 1.11 3.46 1.61
C 1.62 3.41 -1.06
H 0.69 2.97 -1.43
H 1.40 4.40 -0.68
H 2.31 3.49 -1.90
H 3.44 1.41 -1.33
H 4.76 -0.97 1.01
H 2.22 -2.26 0.80
```

Results of the Mulliken charge analysis, in e, for atoms 1 through 5:
1 C -0.871
2 H 0.358
3 H 0.256
4 H 0.314
5 O -0.510

Entry 5:
One molecule with the formula C20H19N3O5 at a distorted geometry, computed with the ωB97M-V functional and the def2-TZVPD basis.

For the LUMO energy, the calculation gives 0.566 eV. Its net charge is 0. The value obtained for the HOMO energy is -7.629 eV. The value obtained for the energy above the lowest of the compared OMol25 structures with the same formula, charge and spin is 5.7 kcal/mol.

Geometry as XYZ:
```
47
C20H19N3O5 | the Open Molecules 2025 dataset | the ωB97M-V functional and the def2-TZVPD basis
C -7.65 -0.34 0.48
C -6.18 -0.04 0.51
C -5.50 0.33 -0.63
C -4.14 0.59 -0.60
C -3.44 0.49 0.58
C -4.11 0.10 1.74
C -5.46 -0.16 1.70
H -5.97 -0.46 2.60
H -3.57 -0.02 2.66
C -1.95 0.78 0.65
N -1.36 1.05 -0.64
C -0.44 0.13 -1.01
O 0.21 0.11 -2.03
N -0.37 -0.81 0.01
C -1.21 -0.51 1.05
O -1.35 -1.15 2.06
C 0.46 -2.00 -0.02
H 0.11 -2.65 0.78
H 0.33 -2.49 -0.99
C 1.95 -1.71 0.22
O 2.54 -2.15 1.18
N 2.49 -0.95 -0.77
C 3.79 -0.48 -0.90
C 4.06 0.36 -1.99
C 5.33 0.88 -2.21
C 6.32 0.54 -1.32
C 6.05 -0.30 -0.24
C 4.81 -0.82 0.00
H 4.61 -1.46 0.84
O 7.20 -0.48 0.49
C 8.20 0.26 -0.18
O 7.64 0.90 -1.31
H 9.01 -0.41 -0.50
H 8.61 1.02 0.51
H 5.53 1.52 -3.05
H 3.26 0.61 -2.66
H 1.85 -0.63 -1.50
H -1.54 1.88 -1.17
C -1.64 1.91 1.65
H -1.90 1.59 2.65
H -2.21 2.80 1.39
H -0.57 2.15 1.62
H -3.64 0.87 -1.52
H -6.04 0.42 -1.57
H -7.82 -1.41 0.58
H -8.10 -0.01 -0.45
H -8.16 0.15 1.31
```

Results of the Mulliken charge analysis, in e, for atoms 1 through 5:
1 C -1.408
2 C 1.015
3 C -0.959
4 C -0.364
5 C -0.202